The molecule C3H4OS, computed with ωB97M-V/def2-TZVPD.

Atoms and positions in Å:
C1 -0.859 0.988 -0.568
C2 -0.113 -0.216 -0.526
C3 0.534 -0.602 0.720
O1 -1.794 1.757 0.192
S1 0.552 1.205 -1.552
H1 -0.392 -1.146 -1.159
H2 1.267 -1.372 0.544
H3 -0.174 -1.018 1.431
H4 0.978 0.403 0.917

Calculated values
Total energy   -589.9169 Eh
Lowest unoccupied orbital energy (spin up / spin down)   0.55 / -3.40 eV
Expectation value of S²   2.009
Energy relative to the best compared isomer or geometry (same formula, charge and spin)   272.0 kJ/mol
2S+1   3
HOMO energy (spin up / spin down)   -7.23 / -10.29 eV